Below is C46H52N3O5S6Sc as an isolated structure, with properties calculated with ωB97M-V with the def2-TZVPD basis set.

For the calculated total energy, the calculation gives -5474.48092 Eh. As for the LUMO energy: -0.34 eV. For the gap between HOMO and LUMO, the calculation gives 8.01 eV. Its spin multiplicity is 1. Its total charge is 0.

Geometry as XYZ:
```
113
C46H52N3O5S6Sc | the Open Molecules 2025 dataset | ωB97M-V with the def2-TZVPD basis set
Sc -0.848 0.148 0.301
S 4.023 -2.510 0.097
S -1.429 0.086 3.821
S 1.948 -0.160 -0.839
S -2.017 -3.344 3.622
S 0.720 -1.701 1.947
S 5.189 0.128 -1.838
O -1.575 1.259 -1.047
O 0.542 1.325 1.368
O -1.047 0.070 -4.431
O -0.932 -1.549 -0.686
O -1.315 -2.060 -3.686
N -2.466 4.566 2.758
N 1.962 3.892 3.086
N -0.521 2.049 1.600
C -5.443 -0.238 -0.277
C 0.931 4.233 -2.252
C -2.164 -0.962 5.088
C 2.560 -2.865 -0.894
C -1.701 -2.409 5.143
C -0.705 2.558 -2.849
C 1.168 -1.165 3.608
C -5.717 2.632 -3.361
C 0.344 -3.467 2.043
C -1.284 -5.549 -1.572
C 1.973 -1.725 -1.730
C -2.100 -1.831 -1.404
C -3.680 1.528 -4.017
C -3.100 1.838 -2.790
C 1.089 4.579 -3.584
C -0.369 3.150 2.259
C -2.041 -1.507 -5.926
C 0.926 3.562 2.718
C -3.484 -3.908 -1.916
C -1.163 -4.177 -1.406
C -1.672 1.440 -2.435
C -2.507 -6.107 -1.915
C 0.398 -1.666 -5.287
C -2.027 -1.187 -2.808
C -3.294 -1.295 -0.585
C -2.261 -3.344 -1.569
C -1.533 3.936 2.535
C 0.039 3.231 -1.889
C 3.787 0.693 -2.837
C -0.565 2.934 -4.185
C -4.438 -0.703 -1.113
C 5.358 -2.594 -1.108
C 5.314 -1.627 -2.292
C -1.197 0.085 -3.011
C -4.194 -0.932 1.639
C 2.494 1.026 -2.088
C -4.986 1.913 -4.294
C 0.330 3.929 -4.549
C -3.834 2.573 -1.864
C -3.194 -1.411 0.804
C -5.327 -0.341 1.101
C -0.386 -4.036 3.254
C -1.001 -1.300 -4.841
C -5.131 2.971 -2.149
C -3.607 -5.279 -2.091
C 0.333 -0.008 4.198
H -0.532 -5.099 3.055
H 0.429 4.202 -5.592
H -3.037 -1.043 -3.202
H 4.099 1.598 -3.361
H -0.416 -6.184 -1.439
H -4.566 -0.569 -2.179
H 0.226 -3.992 4.154
H 3.608 -0.043 -3.620
H -4.355 -3.277 -2.039
H -5.426 1.652 -5.249
H -2.219 -2.900 5.968
H -1.997 -2.526 -6.309
H -2.342 -1.918 1.247
H -0.256 -3.638 1.145
H -1.865 -0.814 -6.749
H -3.112 0.979 -4.755
H 4.488 -1.876 -2.956
H -2.010 -0.505 6.069
H 2.208 -0.839 3.581
H -0.073 2.973 -0.846
H 1.712 1.223 -2.828
H -0.207 -3.735 -1.158
H 1.786 5.356 -3.869
H -3.040 -1.329 -5.525
H -0.221 -0.094 -2.544
H 1.102 -1.372 -4.510
H 2.617 1.950 -1.521
H -1.154 2.444 -4.946
H -5.688 3.542 -1.417
H 0.957 -1.998 -2.024
H 6.226 -1.774 -2.874
H 1.275 -4.028 1.920
H 1.502 4.741 -1.485
H -4.568 -5.701 -2.358
H -0.639 -2.457 5.372
H -6.109 0.037 1.747
H -3.238 -0.916 4.892
H 0.655 -1.152 -6.213
H 2.750 -3.724 -1.545
H 0.747 0.939 3.852
H 6.257 -2.407 -0.516
H 0.454 -0.014 5.284
H 1.128 -2.035 4.258
H -6.733 2.936 -3.581
H -2.603 -7.177 -2.044
H 2.546 -1.585 -2.640
H 5.455 -3.609 -1.502
H -3.387 2.819 -0.911
H -6.315 0.231 -0.715
H 0.472 -2.742 -5.446
H -4.087 -1.046 2.711
H 1.813 -3.198 -0.171
```

Löwdin atomic charge list, values in e, 99 entries: Sc 0.86; S 0.83; S 0.86; S 0.88; S 0.91; S 0.87; S 0.87; O -0.23; O -0.28; O -0.03; O -0.29; O 0.00; N 0.18; N 0.19; N -0.10; C -0.05; C -0.08; C -0.53; C -0.54; C -0.52; C -0.12; C -0.46; C -0.09; C -0.49; C -0.07; C -0.49; C -0.38; C -0.03; C -0.13; C -0.09; C -0.30; C 0.02; C -0.16; C -0.01; C -0.03; C -0.35; C -0.09; C 0.03; C -0.14; C -0.14; C -0.12; C -0.16; C -0.03; C -0.53; C -0.01; C -0.02; C -0.56; C -0.54; C -0.15; C -0.07; C -0.49; C -0.07; C -0.07; C -0.01; C -0.08; C -0.06; C -0.51; C -0.57; C -0.08; C -0.07; C -0.50; H 0.08; H 0.10; H 0.14; H 0.07; H 0.10; H 0.11; H 0.07; H 0.06; H 0.12; H 0.10; H 0.08; H 0.09; H 0.06; H 0.06; H 0.10; H 0.10; H 0.06; H 0.08; H 0.09; H 0.09; H 0.07; H 0.09; H 0.10; H 0.08; H 0.12; H 0.07; H 0.08; H 0.11; H 0.11; H 0.05; H 0.07; H 0.08; H 0.11; H 0.10; H 0.06; H 0.11; H 0.06; H 0.09

Below is a 10-piece molecular cluster, C46H52N9O18 overall in a non-equilibrium geometry, with properties calculated with ωB97M-V with the def2-TZVPD basis set.

For the calculated total energy, the calculation gives -3629.85905 Eh. As for the LUMO energy: 0.66 eV. For the gap between HOMO and LUMO, the calculation gives 7.56 eV. Its spin multiplicity is 1. Its total charge is -1.

Geometry as XYZ:
```
125
C46H52N9O18 | the Open Molecules 2025 dataset | ωB97M-V with the def2-TZVPD basis set
O -25.632 17.569 -31.608
O -22.064 11.382 -28.628
O -20.106 14.417 -23.007
O -26.454 14.988 -22.849
O -26.602 16.924 -23.978
O -22.111 13.373 -29.573
O -18.680 12.958 -31.867
O -17.927 6.590 -24.960
O -24.582 7.176 -29.282
O -22.866 11.661 -30.737
O -24.343 5.253 -30.201
O -25.570 18.486 -33.558
O -24.364 9.337 -23.350
O -16.490 14.761 -29.185
O -16.333 16.288 -30.802
O -26.525 13.821 -30.708
O -21.423 14.896 -24.676
O -18.699 4.611 -24.514
N -18.782 5.700 -25.016
N -25.162 17.616 -32.772
N -26.595 11.606 -30.081
N -24.018 6.423 -30.007
N -16.938 15.533 -30.029
N -20.399 14.464 -24.264
N -26.306 15.633 -23.834
N -23.404 11.293 -23.769
N -18.254 10.955 -30.722
C -23.603 15.638 -32.573
C -24.136 10.559 -23.076
C -16.745 10.925 -30.700
C -23.853 16.983 -33.093
C -21.211 6.588 -32.829
C -25.415 13.446 -27.643
C -25.983 15.689 -26.527
C -17.121 12.971 -25.936
C -19.098 12.024 -31.233
C -20.278 7.628 -26.102
C -17.821 12.371 -27.157
C -26.050 14.973 -25.175
C -19.147 12.415 -27.410
C -20.586 15.862 -28.341
C -27.718 11.820 -29.197
C -22.902 10.575 -24.975
C -17.986 13.727 -25.100
C -25.839 13.444 -25.064
C -20.613 16.984 -30.655
C -21.703 9.011 -32.214
C -22.826 17.682 -33.934
C -21.533 8.009 -26.747
C -20.119 6.119 -25.636
C -21.110 7.962 -33.074
C -22.742 5.950 -25.667
C -18.327 15.879 -29.809
C -19.540 13.698 -25.166
C -22.760 7.111 -26.480
C -25.628 12.663 -26.397
C -26.025 12.683 -30.702
C -19.067 15.625 -28.444
C -21.261 16.620 -29.512
C -22.621 8.506 -30.940
C -21.408 5.420 -25.164
C -22.412 12.059 -29.623
C -22.919 6.913 -30.858
C -26.005 10.392 -29.778
C -19.079 16.670 -30.921
C -22.154 5.928 -31.712
C -21.508 16.976 -34.309
C -22.196 14.963 -32.845
C -25.537 14.851 -27.758
C -21.211 15.560 -33.745
C -20.082 13.021 -26.284
C -18.875 9.781 -30.161
C -23.034 12.690 -23.459
H -21.162 17.381 -31.428
H -23.769 10.249 -25.720
H -27.755 11.264 -28.259
H -21.636 13.610 -28.921
H -21.730 8.872 -27.286
H -25.281 15.226 -28.635
H -18.442 14.962 -27.679
H -25.763 12.988 -24.126
H -23.594 5.537 -25.378
H -16.366 10.564 -31.614
H -16.465 10.275 -29.913
H -25.099 12.242 -31.203
H -21.778 14.198 -32.366
H -25.301 10.558 -28.995
H -22.167 12.601 -22.911
H -17.205 11.911 -27.883
H -21.123 12.849 -26.323
H -22.224 11.112 -25.707
H -23.737 7.559 -26.792
H -16.428 11.919 -30.578
H -22.809 9.264 -30.269
H -20.023 11.994 -31.000
H -19.922 10.138 -29.776
H -28.635 11.511 -29.696
H -26.700 9.520 -29.641
H -23.894 13.231 -22.703
H -20.565 17.484 -34.766
H -20.997 5.890 -33.400
H -19.512 11.909 -28.390
H -20.487 8.211 -33.916
H -21.197 4.510 -24.547
H -23.050 18.623 -34.596
H -20.232 15.107 -33.843
H -21.482 10.167 -32.384
H -21.239 16.038 -27.355
H -22.233 16.744 -29.195
H -27.605 12.933 -28.775
H -18.945 8.891 -30.841
H -25.435 10.103 -30.630
H -15.999 12.761 -25.828
H -24.890 12.929 -28.452
H -26.087 16.770 -26.454
H -18.393 16.716 -31.667
H -18.468 9.412 -29.282
H -19.336 8.063 -26.303
H -22.332 9.601 -24.534
H -17.486 14.477 -24.228
H -25.257 11.577 -26.549
H -23.113 13.372 -24.501
H -22.494 4.911 -31.900
H -24.444 15.125 -32.089
H -24.603 10.994 -22.293
```

Löwdin atomic charge list, values in e, 99 entries: O 0.05; O -0.05; O 0.02; O 0.09; O -0.03; O 0.12; O 0.04; O 0.04; O 0.07; O -0.07; O 0.04; O 0.04; O -0.06; O 0.05; O 0.06; O -0.03; O 0.07; O 0.06; N -0.39; N -0.33; N -0.21; N -0.41; N -0.36; N -0.34; N -0.33; N -0.18; N -0.15; C 0.08; C -0.40; C -0.01; C -0.15; C -0.04; C -0.10; C 0.09; C -0.05; C -0.26; C 0.03; C -0.11; C -0.08; C -0.04; C -0.03; C -0.08; C -0.04; C -0.03; C 0.04; C -0.04; C 0.00; C -0.01; C -0.03; C -0.04; C -0.12; C -0.05; C -0.09; C -0.13; C -0.04; C 0.00; C -0.31; C 0.04; C -0.08; C 0.13; C 0.05; C -0.81; C -0.08; C -0.10; C 0.13; C 0.07; C -0.05; C 0.00; C -0.01; C -0.06; C 0.04; C -0.10; C -0.03; H 0.03; H 0.11; H 0.07; H -0.06; H 0.05; H 0.03; H 0.10; H 0.04; H 0.04; H 0.07; H 0.07; H 0.14; H 0.02; H 0.08; H 0.04; H 0.07; H 0.06; H 0.07; H 0.10; H 0.06; H 0.01; H 0.04; H 0.11; H 0.09; H 0.12; H 0.15

no.,M (g/mol),highest occupied orbital energy (eV)
1,964.30,-8.4
2,1018.97,-6.9